An isolated molecule of C2H4FNO2S, computed with ωB97M-V/def2-TZVPD.

Last column: Mulliken charge in e.
CARTESIAN COORDINATES (ANGSTROEM)
C: -0.415 -0.282 -0.100  -1.04
C: 1.037 0.022 0.113  0.33
N: 2.009 -0.420 -0.601  -0.45
S: 3.581 0.147 -0.106  1.18
O: 3.473 1.247 0.758  -0.51
O: 4.410 0.222 -1.272  -0.50
F: 4.072 -1.149 0.896  -0.28
H: -0.706 -1.075 -0.848  0.30
H: -1.179 0.526 -0.533  0.29
H: -0.727 -0.398 0.898  0.33
H: 1.029 0.972 0.680  0.35

Values from the calculation:
E_LUMO ... -0.401 eV
Relative energy (zero: lowest compared OMol25 entry of this formula, charge and spin) ... 1.1333 eV
Energy ... -21274.638 eV
Charge ... 0
SMILES string ... C/C=N/S(=O)(=O)F
Frontier orbital gap ... 0.40323 hartree
Molecular weight ... 125.1 g/mol
HOMO energy ... -11.4 eV

=====

An isolated molecule of C2H4FNOS, computed with ωB97M-V/def2-TZVPD.

Last column: Mulliken charge in e.
CARTESIAN COORDINATES (ANGSTROEM)
C: -1.941 0.315 0.131  -0.19
C: 0.271 -0.508 -0.387  -0.74
N: -0.943 -0.646 0.334  0.08
O: -4.564 0.950 0.100  -0.56
F: -1.493 -1.854 -0.047  -0.22
S: -3.579 -0.247 -0.061  0.35
H: -1.731 1.260 0.510  0.36
H: 0.710 0.410 -0.096  0.37
H: 0.938 -1.378 -0.040  0.24
H: 0.037 -0.673 -1.468  0.31

Values from the calculation:
E_LUMO (spin up / spin down) ... -0.571 / -0.570 eV
Relative energy (zero: lowest compared OMol25 entry of this formula, charge and spin) ... 3.6984 eV
Energy ... -19224.939 eV
Charge ... 0
Frontier orbital gap (spin up / spin down) ... 0.29649 / 0.29661 hartree
Molecular weight ... 109.1 g/mol
HOMO energy (spin up / spin down) ... -8.6 / -8.6 eV

=====

An isolated molecule of C2H4FNS, computed with ωB97M-V/def2-TZVPD.

Last column: Mulliken charge in e.
CARTESIAN COORDINATES (ANGSTROEM)
F: 2.392 -0.326 -0.182  -0.28
C: 1.099 -0.524 0.111  -0.32
C: 0.298 0.813 0.015  0.10
N: -1.016 0.888 -0.024  -0.43
S: -2.087 -0.510 -0.062  -0.15
H: 0.959 -1.049 1.062  0.29
H: 0.672 -1.191 -0.632  0.26
H: 0.921 1.705 -0.038  0.36
H: -3.237 0.195 -0.249  0.17

Values from the calculation:
E_LUMO ... 0.761 eV
Relative energy (zero: lowest compared OMol25 entry of this formula, charge and spin) ... 1.6052 eV
Energy ... -17180.141 eV
Charge ... 0
SMILES string ... FC/C=N\S
Frontier orbital gap ... 0.37228 hartree
Molecular weight ... 93.1 g/mol
HOMO energy ... -9.4 eV

=====

An isolated molecule of C2H4FP, computed with ωB97M-V/def2-TZVPD.

Last column: Mulliken charge in e.
CARTESIAN COORDINATES (ANGSTROEM)
C: -0.003 -0.561 -0.038  -0.91
P: -1.170 1.009 0.457  0.18
C: -2.678 1.919 1.009  -0.17
F: -2.322 3.154 1.083  -0.07
H: -0.093 -1.331 0.686  0.33
H: 0.978 -0.222 -0.037  0.33
H: -0.059 -0.663 -1.154  0.31
H: -0.335 2.023 -0.277  0.01

Values from the calculation:
E_LUMO ... -0.187 eV
Relative energy (zero: lowest compared OMol25 entry of this formula, charge and spin) ... 4.8101 eV
Energy ... -14139.557 eV
Charge ... 0
SMILES string ... C[PH]#CF
Frontier orbital gap ... 0.30819 hartree
Molecular weight ... 78.0 g/mol
HOMO energy ... -8.6 eV

=====

An isolated molecule of C2H4FP, computed with ωB97M-V/def2-TZVPD.

Last column: Mulliken charge in e.
CARTESIAN COORDINATES (ANGSTROEM)
C: 0.002 -0.662 0.123  -0.63
C: 1.224 0.006 0.408  -0.16
F: 1.694 1.164 -0.154  -0.23
P: -1.564 0.759 -0.018  0.04
H: -0.290 -1.277 -0.785  0.34
H: -0.288 -1.218 1.004  0.29
H: 1.555 -0.005 1.407  0.31
H: -0.997 1.488 1.106  0.04

Values from the calculation:
E_LUMO (spin up / spin down) ... -1.229 / -0.210 eV
Relative energy (zero: lowest compared OMol25 entry of this formula, charge and spin) ... 3.3864 eV
Energy ... -14140.981 eV
Charge ... 0
Frontier orbital gap (spin up / spin down) ... 0.23598 / 0.31557 hartree
Molecular weight ... 78.0 g/mol
HOMO energy (spin up / spin down) ... -7.7 / -8.8 eV

=====

A structure of composition C2H4FPS, computed with ωB97M-V/def2-TZVPD.

Last column: Mulliken charge in e.
CARTESIAN COORDINATES (ANGSTROEM)
C: -0.511 0.874 1.122  0.27
C: 0.721 -0.569 -1.498  -0.79
F: -0.010 1.814 0.416  -0.16
P: -1.295 0.776 2.606  -0.08
S: -0.460 -0.982 -0.201  -0.15
H: 0.302 -0.765 -2.428  0.35
H: 1.772 -0.893 -1.368  0.28
H: 0.667 0.403 -1.444  0.25
H: -1.185 -0.659 2.794  0.03

Values from the calculation:
E_LUMO ... -0.207 eV
Relative energy (zero: lowest compared OMol25 entry of this formula, charge and spin) ... 2.2674 eV
Energy ... -24976.692 eV
Charge ... 0
Frontier orbital gap ... 0.31533 hartree
Molecular weight ... 110.1 g/mol
HOMO energy ... -8.8 eV